# 1
ORCA calculation (ωB97M-V/def2-TZVPD) on a 2-piece molecular cluster, CH5NO2S overall.

CARTESIAN COORDINATES (ANGSTROEM)
C -2.85432 0.82948 0.02238
N 2.58205 -1.02734 -0.33955
O 1.22246 0.56027 0.89771
O -3.25236 0.37673 -0.99786
S 1.47526 0.14738 -0.69943
H -3.54115 1.43031 0.69933
H 0.61808 -0.07938 1.38110
H -1.78707 0.64020 0.34729
H 2.07648 -1.92095 -0.37147
H 3.46059 -0.95670 -0.93950

Atomic forces in eV per Å
0.427 0.393 1.336
1.292 -0.965 -1.806
-1.281 -0.012 0.793
-0.426 -0.360 -0.982
-0.522 0.379 1.224
0.717 -0.371 -0.379
0.994 0.957 -1.228
-0.702 0.347 0.009
1.164 0.133 -0.243
-1.665 -0.502 1.277

Properties
**Charge**: 0
**E_HOMO**: -8.77 eV

# 2
ORCA calculation (ωB97M-V/def2-TZVPD) on CH5NO2S as an isolated structure.

CARTESIAN COORDINATES (ANGSTROEM)
C -1.05941 -0.99155 0.01989
N 0.61049 1.46013 0.03782
O 1.94787 1.92820 -0.29004
O -2.42055 1.21678 0.34581
S -1.45483 0.66948 -0.65084
H -0.89084 -1.73950 -0.88850
H -0.32294 -0.88370 0.69872
H -1.94861 -1.44735 0.41613
H 0.36097 2.34513 0.41676
H 2.55834 1.19300 0.03691

Atomic forces in eV per Å
-2.257 -1.362 -4.830
2.568 -0.422 1.275
0.128 -2.009 0.173
0.719 0.148 -0.295
-0.822 -0.706 -0.029
0.518 1.796 1.772
2.685 0.000 2.100
-0.595 0.446 0.599
-1.604 0.946 0.164
-1.338 1.163 -0.929

Properties
**Charge**: 0
**E_HOMO (spin up / spin down)**: -8.23 / -9.50 eV

# 3
ORCA calculation (ωB97M-V/def2-TZVPD) on the molecule CH5NO2S2.

CARTESIAN COORDINATES (ANGSTROEM)
C -0.11663 -0.12104 1.07460
N -0.23013 -0.07510 -1.72677
O 0.84760 -1.99358 -0.18585
O 1.99449 0.25015 -0.52395
S -1.22810 1.49204 0.94820
S 0.76970 -0.56729 -0.46458
H 0.72548 0.07955 1.71145
H -0.73684 -0.99944 1.28016
H -0.03204 -0.38014 -2.64512
H -0.42765 0.87564 -1.65945
H -1.56587 1.43919 2.19129

Atomic forces in eV per Å
-1.511 1.720 -1.685
0.008 -2.448 1.911
0.116 0.938 -1.855
-1.735 -1.457 -0.079
1.631 -1.681 -1.315
1.250 1.227 1.513
0.061 -0.107 0.569
0.253 0.481 0.243
0.511 -0.547 -0.824
-0.195 1.896 0.077
-0.387 -0.022 1.446

Properties
**Charge**: 0
**E_HOMO**: -9.98 eV

# 4
ORCA calculation (ωB97M-V/def2-TZVPD) on a 2-piece molecular cluster, CH5NO2Si overall.

CARTESIAN COORDINATES (ANGSTROEM)
C -0.50646 -0.92056 -0.84445
N 1.68986 1.67525 -0.72387
O 2.75295 1.07614 -0.80893
O 1.35141 2.64022 -1.40374
Si 0.52774 1.42445 0.61310
H -1.41683 -0.37072 -1.13274
H 0.36193 -0.96536 -1.51762
H -0.36983 -1.59150 0.00638
H 1.03698 1.21630 2.06689
H -0.81127 2.18206 0.41719

Atomic forces in eV per Å
1.767 1.964 1.197
1.442 1.198 0.516
-0.678 0.067 -0.269
0.150 -0.319 -0.632
-3.092 -2.589 0.382
0.531 -0.799 0.289
-0.724 0.155 0.021
-0.825 0.148 -0.335
-0.105 0.365 -1.473
1.535 -0.191 0.304

Properties
**Charge**: 0
**E_HOMO (spin up / spin down)**: -8.86 / -8.30 eV

| no. | energy (eV) | largest force on an atom (hartree/bohr) |
| --- | --- | --- |
| 1 | -17536.3224 | 0.04710 |
| 2 | -17533.2593 | 0.10702 |
| 3 | -28372.1514 | 0.06038 |
| 4 | -14574.3741 | 0.07878 |